{
  "formula": "C12H28ClN4O4",
  "method": "ωB97M-V with the def2-TZVPD basis set",
  "species": ["Cl", "C", "C", "O", "N", "C", "H", "H", "H", "H", "H", "H", "H", "C", "C", "O", "N", "C", "H", "H", "H", "H", "H", "H", "H", "C", "C", "O", "N", "C", "H", "H", "H", "H", "H", "H", "H", "C", "C", "O", "N", "C", "H", "H", "H", "H", "H", "H", "H"],
  "positions_angstrom": [[-5.24, 6.74, 16.08], [-7.19, 12.38, 12.98], [-5.93, 13.33, 12.98], [-6.04, 14.41, 12.46], [-4.82, 12.77, 13.55], [-3.38, 13.12, 13.71], [-6.94, 11.32, 12.92], [-7.65, 12.50, 12.00], [-7.73, 12.47, 13.93], [-4.84, 11.85, 13.97], [-2.79, 12.68, 12.91], [-2.99, 12.69, 14.63], [-3.08, 14.16, 13.57], [-7.99, 8.78, 21.24], [-9.45, 8.56, 20.96], [-10.37, 8.56, 21.77], [-9.65, 8.45, 19.66], [-10.81, 8.58, 18.97], [-7.86, 9.51, 22.04], [-7.41, 9.15, 20.39], [-7.62, 7.80, 21.52], [-8.78, 8.48, 19.15], [-11.20, 7.57, 19.11], [-10.52, 8.78, 17.94], [-11.55, 9.31, 19.31], [-10.90, 3.15, 13.95], [-10.94, 1.95, 14.86], [-11.97, 1.25, 14.92], [-9.98, 1.89, 15.77], [-9.89, 0.90, 16.89], [-11.64, 2.74, 13.26], [-9.98, 3.24, 13.37], [-11.23, 4.11, 14.34], [-9.38, 2.70, 15.78], [-8.99, 0.29, 16.77], [-10.88, 0.46, 16.96], [-9.58, 1.47, 17.77], [-1.32, 4.71, 22.00], [-1.31, 3.33, 21.33], [-0.91, 2.35, 21.97], [-1.80, 3.21, 20.07], [-1.76, 1.94, 19.37], [-1.26, 5.58, 21.34], [-0.51, 4.68, 22.72], [-2.29, 4.78, 22.50], [-2.14, 4.07, 19.66], [-2.54, 2.03, 18.61], [-1.87, 1.07, 20.02], [-0.89, 1.75, 18.76]],
  "mulliken_charge": [-1.00, -1.00, 0.61, -0.61, -0.24, -0.82, 0.36, 0.29, 0.27, 0.23, 0.30, 0.28, 0.32, -1.00, 0.71, -0.67, -0.16, -0.88, 0.30, 0.35, 0.24, 0.20, 0.29, 0.32, 0.29, -1.05, 0.72, -0.67, -0.22, -0.83, 0.30, 0.34, 0.27, 0.26, 0.27, 0.32, 0.30, -0.99, 0.68, -0.66, -0.20, -0.82, 0.35, 0.28, 0.25, 0.23, 0.33, 0.28, 0.27],
  "de_lowest_kcal_mol": 104.83,
  "molar_mass_g_mol": 327.83,
  "total_energy_ev": -39572.9383,
  "orbital_gap_ev": 6.802,
  "homo_energy_ev": -4.4,
  "charge": -1
}


{
  "formula": "C15H30KO15",
  "method": "ωB97M-V with the def2-TZVPD basis set",
  "species": ["K", "C", "O", "C", "O", "O", "C", "H", "H", "H", "H", "H", "H", "C", "O", "C", "O", "O", "C", "H", "H", "H", "H", "H", "H", "C", "O", "C", "O", "O", "C", "H", "H", "H", "H", "H", "H", "C", "O", "C", "O", "O", "C", "H", "H", "H", "H", "H", "H", "C", "O", "C", "O", "O", "C", "H", "H", "H", "H", "H", "H"],
  "positions_angstrom": [[-0.22, 0.11, 0.99], [-3.03, 3.37, -1.33], [-3.39, 3.63, 0.01], [-2.72, 3.06, 0.97], [-1.74, 2.38, 0.86], [-3.37, 3.31, 2.13], [-2.70, 2.95, 3.34], [-2.92, 2.29, -1.48], [-2.12, 3.88, -1.61], [-3.81, 3.69, -2.01], [-2.86, 3.75, 4.04], [-1.64, 2.82, 3.11], [-2.97, 1.93, 3.63], [-0.17, -4.79, 1.14], [-1.13, -4.74, 0.10], [-1.50, -3.52, -0.36], [-1.30, -2.47, 0.17], [-2.05, -3.63, -1.55], [-1.83, -4.78, -2.40], [0.01, -5.81, 1.47], [-0.53, -4.20, 1.99], [0.79, -4.44, 0.75], [-2.09, -4.37, -3.37], [-2.61, -5.52, -2.20], [-0.87, -5.26, -2.25], [3.04, -3.66, 2.59], [3.32, -2.49, 3.35], [2.98, -1.31, 2.89], [2.32, -1.08, 1.91], [3.53, -0.40, 3.70], [3.12, 0.95, 3.49], [1.97, -3.75, 2.43], [3.34, -4.60, 3.05], [3.59, -3.55, 1.66], [2.15, 1.07, 3.01], [3.84, 1.44, 2.84], [3.08, 1.43, 4.47], [3.69, 1.82, -1.44], [3.65, 2.82, -0.45], [2.62, 2.78, 0.37], [1.70, 2.00, 0.33], [2.72, 3.82, 1.20], [1.59, 4.12, 1.99], [3.14, 1.99, -2.37], [3.42, 0.83, -1.06], [4.71, 1.66, -1.80], [0.80, 4.68, 1.49], [1.97, 4.68, 2.85], [1.10, 3.23, 2.39], [0.12, 0.38, -4.29], [-1.24, 0.05, -4.08], [-1.70, 0.07, -2.82], [-1.07, 0.35, -1.83], [-2.98, -0.24, -2.78], [-3.67, -0.91, -3.83], [0.33, 0.33, -5.36], [0.79, -0.32, -3.79], [0.30, 1.41, -3.99], [-3.66, -0.34, -4.76], [-4.68, -1.07, -3.49], [-3.19, -1.86, -4.05]],
  "mulliken_charge": [1.04, -0.48, -0.35, 0.79, -0.51, -0.34, -0.37, 0.09, 0.29, 0.31, 0.29, -0.01, 0.28, -0.74, -0.38, 0.66, -0.48, -0.26, -0.64, 0.34, 0.31, 0.30, 0.22, 0.32, 0.31, -0.37, -0.36, 0.75, -0.56, -0.35, -0.43, 0.00, 0.31, 0.31, 0.03, 0.28, 0.36, -0.67, -0.34, 0.62, -0.29, -0.35, -0.46, 0.28, 0.24, 0.30, 0.31, 0.31, 0.05, -0.69, -0.39, 0.72, -0.28, -0.35, -0.56, 0.31, 0.27, 0.29, 0.32, 0.25, 0.16],
  "de_lowest_kcal_mol": 23.24,
  "molar_mass_g_mol": 489.49,
  "total_energy_ev": -63075.2271,
  "orbital_gap_ev": 11.300,
  "homo_energy_ev": -13.5,
  "charge": 1
}


{
  "formula": "C2H6N5",
  "method": "ωB97M-V with the def2-TZVPD basis set",
  "species": ["N", "N", "C", "N", "N", "C", "N", "H", "H", "H", "H", "H", "H"],
  "positions_angstrom": [[-2.05, -0.53, 0.01], [-0.79, -0.03, 0.03], [-0.59, 1.21, -0.21], [0.71, 1.68, -0.01], [1.65, 0.76, 0.22], [1.46, -0.40, 0.09], [1.79, -1.60, -0.09], [-2.03, -1.39, 0.52], [-2.88, 0.11, 0.11], [-1.43, 1.87, -0.26], [0.99, 2.68, 0.27], [1.39, -2.38, 0.43], [1.78, -1.98, -1.12]],
  "mulliken_charge": [-0.62, -0.03, -0.07, 0.00, -0.17, 0.39, -0.36, 0.24, 0.26, 0.37, 0.31, 0.32, 0.36],
  "smiles": "N/N=C/NN=C=[NH2+]",
  "de_lowest_kcal_mol": 80.45,
  "molar_mass_g_mol": 100.10,
  "total_energy_ev": -9611.5274,
  "orbital_gap_ev": 9.129,
  "homo_energy_ev": -12.8,
  "charge": 1
}


{
  "formula": "C12H24As2NO6P2Pt",
  "method": "ωB97M-V with the def2-TZVPD basis set",
  "species": ["Pt", "N", "C", "C", "P", "O", "O", "O", "P", "O", "O", "O", "H", "H", "H", "H", "H", "H", "H", "H", "C", "As", "C", "C", "C", "C", "C", "C", "C", "As", "C", "C", "H", "H", "H", "H", "H", "H", "H", "H", "H", "H", "H", "H", "H", "H", "H", "H"],
  "positions_angstrom": [[0.29, -0.19, -0.71], [2.09, 3.34, -2.48], [1.83, 2.92, -1.04], [2.33, 4.02, -0.11], [-0.03, 2.82, -0.96], [-0.42, 2.76, 0.57], [-0.54, 3.94, -1.76], [-0.46, 1.41, -1.54], [2.60, 1.28, -0.75], [4.11, 1.61, -0.76], [2.02, 0.76, 0.57], [2.11, 0.39, -1.87], [1.40, 4.06, -2.74], [1.99, 2.55, -3.13], [3.03, 3.73, -2.58], [1.80, 4.96, -0.29], [3.40, 4.19, -0.26], [2.18, 3.73, 0.93], [-0.83, 3.59, 0.88], [4.79, 0.92, -0.72], [0.46, 0.43, 2.98], [-0.62, -0.24, 1.54], [-2.40, 0.46, 1.81], [-0.58, -2.16, 1.51], [-0.18, -2.91, 2.61], [-0.20, -4.30, 2.52], [-0.58, -4.93, 1.34], [-0.95, -4.19, 0.23], [-0.98, -2.80, 0.31], [-1.47, -1.72, -1.22], [-1.05, -2.67, -2.84], [-3.31, -1.19, -1.35], [-0.13, 0.19, 3.87], [0.57, 1.50, 2.87], [1.43, -0.06, 2.99], [-2.95, -0.29, 2.38], [-2.91, 0.68, 0.88], [-2.30, 1.37, 2.40], [0.14, -2.44, 3.53], [0.09, -4.89, 3.38], [-0.58, -6.01, 1.29], [-1.23, -4.70, -0.69], [-1.83, -3.43, -2.96], [-0.07, -3.14, -2.78], [-1.10, -1.98, -3.67], [-3.91, -2.06, -1.07], [-3.50, -0.94, -2.40], [-3.56, -0.35, -0.72]],
  "mulliken_charge": [1.16, -0.24, 0.80, -1.72, 0.82, -0.38, -0.72, -0.66, 0.69, -0.47, -0.58, -0.78, 0.40, 0.33, 0.40, 0.47, 0.49, 0.39, 0.34, 0.43, -1.19, 0.55, -1.06, 0.41, -0.78, -0.69, -0.76, -0.74, 0.61, 0.58, -1.15, -0.93, 0.56, 0.37, 0.39, 0.46, 0.28, 0.48, 0.50, 0.46, 0.45, 0.50, 0.50, 0.43, 0.45, 0.42, 0.44, 0.31],
  "molar_mass_g_mol": 685.20,
  "total_energy_ev": -170086.1824,
  "orbital_gap_ev": [6.599, 6.599],
  "homo_energy_ev": [-19.0, -19.0],
  "charge": 3
}


{
  "formula": "C45H61Cl3CsGeI2N3O3PSi",
  "method": "ωB97M-V with the def2-TZVPD basis set",
  "species": ["Cs", "I", "C", "C", "C", "I", "C", "O", "C", "C", "N", "C", "C", "C", "C", "C", "C", "N", "C", "H", "H", "H", "H", "H", "H", "H", "H", "H", "H", "H", "O", "H", "H", "C", "C", "O", "H", "H", "H", "H", "H", "H", "Cl", "Ge", "Cl", "Cl", "N", "P", "C", "C", "C", "C", "C", "C", "C", "C", "C", "C", "C", "C", "C", "C", "C", "C", "C", "C", "H", "H", "H", "H", "H", "H", "H", "H", "H", "H", "H", "H", "H", "H", "H", "C", "C", "C", "C", "Si", "C", "C", "C", "C", "C", "C", "C", "C", "H", "H", "H", "H", "H", "H", "H", "H", "H", "H", "H", "H", "H", "H", "H", "H", "H", "H", "H", "H", "H", "H", "H", "H", "H", "H", "H"],
  "positions_angstrom": [[-1.31, 1.31, -0.08], [-3.62, -0.63, 7.26], [-3.57, -0.42, 5.17], [-4.27, 0.60, 4.56], [-4.18, 0.74, 3.18], [-5.33, 2.25, 2.30], [-3.36, -0.07, 2.37], [-3.15, 0.16, 1.09], [-2.73, -1.16, 3.03], [-1.97, -2.19, 2.22], [-0.54, -1.92, 2.01], [0.20, -1.53, 3.20], [1.60, -1.15, 2.79], [2.73, -1.58, 3.47], [3.97, -1.14, 3.03], [4.04, -0.28, 1.94], [2.85, 0.10, 1.33], [1.66, -0.33, 1.74], [-2.83, -1.31, 4.40], [-4.90, 1.27, 5.14], [-2.43, -2.27, 1.24], [-2.06, -3.15, 2.72], [-0.39, -1.20, 1.32], [0.20, -2.35, 3.92], [-0.23, -0.65, 3.70], [2.64, -2.24, 4.32], [4.88, -1.46, 3.53], [4.99, 0.08, 1.57], [2.85, 0.76, 0.47], [-2.34, -2.16, 4.87], [2.32, 1.35, -1.66], [1.94, 1.87, -0.90], [1.65, 1.50, -2.33], [-1.42, 0.11, -4.13], [-0.77, 1.40, -4.59], [-0.40, 2.25, -3.51], [-1.64, -0.54, -4.99], [-2.36, 0.32, -3.61], [-0.76, -0.42, -3.44], [-1.44, 1.93, -5.28], [0.16, 1.19, -5.13], [-1.20, 2.41, -2.98], [-5.76, -1.72, 1.17], [-4.85, -0.02, -0.38], [-3.59, 1.95, -1.83], [-3.75, -1.53, -1.66], [0.85, 2.80, 0.18], [0.24, 3.97, 0.91], [-1.47, 4.56, 0.45], [-2.55, 4.80, 1.28], [-3.76, 5.24, 0.75], [-3.90, 5.44, -0.61], [-2.81, 5.22, -1.46], [-1.62, 4.78, -0.93], [1.04, 5.65, 0.80], [2.19, 5.73, 0.02], [2.82, 6.95, -0.19], [2.30, 8.11, 0.38], [1.15, 8.03, 1.16], [0.52, 6.81, 1.37], [0.10, 3.73, 2.73], [1.09, 4.17, 3.60], [1.15, 3.69, 4.91], [0.23, 2.75, 5.35], [-0.75, 2.29, 4.49], [-0.81, 2.77, 3.19], [-2.46, 4.67, 2.35], [-4.61, 5.41, 1.41], [-4.85, 5.75, -1.03], [-2.92, 5.37, -2.52], [-0.76, 4.58, -1.56], [2.55, 4.80, -0.42], [3.71, 7.01, -0.81], [2.78, 9.06, 0.21], [0.74, 8.94, 1.60], [-0.38, 6.76, 1.97], [1.82, 4.90, 3.26], [1.94, 4.04, 5.57], [0.28, 2.38, 6.37], [-1.48, 1.55, 4.82], [-1.56, 2.40, 2.50], [-1.32, -3.88, -3.76], [-0.64, -4.47, -2.51], [-0.45, -5.98, -2.71], [-1.61, -4.23, -1.34], [1.02, -3.55, -2.15], [2.08, -3.22, -3.74], [3.50, -2.78, -3.38], [1.45, -2.07, -4.54], [2.17, -4.46, -4.65], [2.04, -4.38, -0.73], [1.13, -4.81, 0.42], [2.81, -5.62, -1.23], [3.04, -3.37, -0.14], [-2.30, -4.35, -3.88], [-0.75, -4.07, -4.67], [-1.48, -2.81, -3.66], [-1.41, -6.43, -2.98], [-0.10, -6.47, -1.80], [0.26, -6.21, -3.51], [-2.60, -4.64, -1.59], [-1.75, -3.17, -1.15], [-1.28, -4.71, -0.42], [3.49, -1.90, -2.73], [4.03, -2.50, -4.31], [4.08, -3.56, -2.90], [1.45, -1.14, -3.95], [0.42, -2.27, -4.85], [2.05, -1.88, -5.44], [2.62, -5.32, -4.13], [2.80, -4.23, -5.52], [1.19, -4.77, -5.02], [0.47, -5.64, 0.14], [0.52, -3.99, 0.80], [1.76, -5.17, 1.25], [2.13, -6.37, -1.64], [3.35, -6.08, -0.39], [3.54, -5.37, -2.00], [2.53, -2.46, 0.20], [3.82, -3.08, -0.84], [3.53, -3.82, 0.74]],
  "mulliken_spin": [-0.03, 0.00, 0.00, 0.00, 0.00, 0.00, 0.00, 0.01, 0.00, 0.00, 0.00, 0.01, -0.01, 0.00, 0.00, 0.00, 0.00, 0.00, 0.00, 0.00, 0.00, 0.00, 0.00, 0.00, 0.00, 0.00, 0.00, 0.00, 0.00, 0.00, 0.00, 0.00, 0.00, -0.02, 0.00, 0.00, 0.00, 0.00, 0.03, 0.00, 0.00, 0.00, 0.00, 0.00, 0.00, 0.00, 0.00, 0.00, 0.00, 0.00, 0.00, 0.00, 0.00, 0.00, 0.00, 0.00, 0.00, 0.00, 0.00, 0.00, 0.00, 0.00, 0.00, 0.00, 0.00, 0.00, 0.00, 0.00, 0.00, 0.00, 0.00, 0.00, 0.00, 0.00, 0.00, 0.00, 0.00, 0.00, 0.00, 0.00, 0.00, 0.10, 0.15, 0.06, 0.07, -0.11, 0.20, 0.06, 0.06, 0.07, 0.16, 0.10, 0.08, 0.08, 0.00, 0.01, -0.04, 0.00, 0.00, -0.01, 0.00, 0.00, 0.01, -0.01, 0.00, 0.00, -0.01, 0.00, 0.00, -0.01, 0.00, 0.00, 0.01, -0.03, 0.00, -0.01, 0.00, 0.00, -0.01, 0.01, 0.00],
  "de_lowest_kcal_mol": 40.09,
  "multiplicity": 2,
  "molar_mass_g_mol": 1316.74,
  "total_energy_ev": -186272.0418,
  "orbital_gap_ev": 5.935,
  "homo_energy_ev": -2.6,
  "charge": -2
}